ORCA calculation (ωB97M-V with the def2-TZVPD basis set) on a cluster of 4 separate species, C27H53FNO8 in total.

For the molar mass, the calculation gives 538.7 g/mol. Its LUMO energy (alpha / beta) is 0.33 / 0.33 eV. The frontier orbital gap (alpha / beta) comes out at 7.71 / 9.18 eV. As for the spin multiplicity: 2. Its total energy is -49444.7794 eV. As for the total charge: 0.

Element x y z (Å)
C (6.18378, -1.93333, 0.57870)
C (6.46331, -0.46261, 0.27578)
C (5.20093, 0.39695, 0.34190)
C (5.41719, 1.84586, -0.10797)
O (4.67435, 2.17194, -1.27769)
C (3.58353, 3.10416, -1.23437)
C (4.15126, 4.53963, -1.25892)
C (5.09095, 4.97272, -0.15836)
F (4.47220, 4.91269, 1.09971)
C (2.57986, 2.90661, -0.08925)
C (1.50871, 1.79960, -0.27738)
C (0.13547, 2.43828, -0.53339)
C (1.39066, 0.92872, 0.96992)
N (1.86600, 0.92504, -1.42382)
O (1.26367, -0.19505, -1.47520)
C (2.24701, 1.49256, -2.75000)
C (1.00916, 1.56350, -3.64491)
C (3.25393, 0.52886, -3.38565)
C (2.83625, 2.89723, -2.54716)
H (5.51240, -2.03433, 1.43671)
H (5.70313, -2.42312, -0.27124)
H (7.10035, -2.48016, 0.81005)
H (7.20458, -0.07516, 0.98334)
H (6.89888, -0.36218, -0.72478)
H (4.81357, 0.37377, 1.36518)
H (4.42970, -0.04051, -0.30001)
H (6.47032, 1.98931, -0.38013)
H (5.20281, 2.54355, 0.70299)
H (3.30984, 5.23990, -1.30785)
H (4.71888, 4.64528, -2.19099)
H (5.40630, 6.00762, -0.31491)
H (5.98571, 4.34789, -0.10880)
H (2.04443, 3.85810, -0.00837)
H (3.08893, 2.78171, 0.86530)
H (-0.60481, 1.66300, -0.73966)
H (0.15301, 3.15013, -1.36070)
H (-0.17356, 2.97156, 0.37016)
H (1.30822, 1.57320, 1.84753)
H (0.49140, 0.31492, 0.93399)
H (2.24759, 0.26797, 1.07110)
H (0.28300, 2.30178, -3.30607)
H (1.31355, 1.84437, -4.65816)
H (0.53105, 0.58925, -3.69851)
H (4.07140, 0.31016, -2.70071)
H (3.66862, 0.97801, -4.29082)
H (2.75592, -0.40465, -3.65157)
H (2.03948, 3.64657, -2.59754)
H (3.52078, 3.09921, -3.37747)
O (-1.19215, 1.34283, 2.92689)
C (-1.55757, 0.58736, 3.78213)
O (-1.37430, -0.73693, 3.57992)
C (-1.65466, -1.72099, 4.58085)
C (-3.11227, -2.12996, 4.58826)
C (-2.26492, 1.06514, 5.02856)
H (-1.32347, -1.37721, 5.56117)
H (-1.02270, -2.56357, 4.30516)
H (-3.76302, -1.29723, 4.85528)
H (-3.27145, -2.93172, 5.31020)
H (-3.40315, -2.48792, 3.60066)
H (-3.32852, 1.14296, 4.80030)
H (-1.89501, 2.06027, 5.25789)
H (-2.14542, 0.42313, 5.89594)
O (-2.18438, 1.01801, -4.37622)
C (-2.68946, 0.25353, -3.59811)
O (-4.02908, 0.30716, -3.43527)
C (-4.73477, -0.64992, -2.62724)
C (-4.74553, -0.24931, -1.16868)
C (-1.87180, -0.70140, -2.75771)
H (-4.33709, -1.65053, -2.77731)
H (-5.74773, -0.64307, -3.02724)
H (-3.73889, -0.23840, -0.74955)
H (-5.34662, -0.95713, -0.59793)
H (-5.17150, 0.74894, -1.06264)
H (-1.52776, -0.16926, -1.87011)
H (-0.98940, -0.98692, -3.32215)
H (-2.40238, -1.59320, -2.43810)
O (-4.60908, -3.39710, -1.14695)
C (-5.06446, -4.16316, -0.34340)
O (-6.39743, -4.14752, -0.13701)
C (-7.06284, -5.09745, 0.70604)
C (-7.02961, -4.69020, 2.16312)
C (-4.18505, -5.07785, 0.47455)
H (-6.65426, -6.09621, 0.55123)
H (-8.08557, -5.10641, 0.33370)
H (-6.01139, -4.66861, 2.55197)
H (-7.60666, -5.39709, 2.76004)
H (-7.46411, -3.69839, 2.28483)
H (-3.85416, -4.52334, 1.35352)
H (-3.30982, -5.31769, -0.12220)
H (-4.66428, -5.99411, 0.80566)